Entry 1:
A single C22H21ClN6O2 molecule at a distorted geometry. Source: OMol25; level of theory: the ωB97M-V functional and the def2-TZVPD basis.

The geometry in XYZ format:
```
52
Properties=species:S:1:pos:R:3:forces:R:3:nbo_charge:R:1
C -3.7541 1.3193 0.7540 -0.176 -0.080 0.088 -0.62
C -4.2792 0.0889 1.4818 0.211 -0.054 -0.124 -0.39
C -3.1963 -0.6891 2.2291 -0.267 0.043 0.108 -0.39
C -2.6520 0.0415 3.4699 0.020 -0.309 -0.185 -0.46
C -1.6256 1.0735 3.1786 0.108 0.124 0.161 0.43
N -1.8339 2.3693 3.3307 -0.198 0.310 0.133 -0.49
C -0.6887 2.9773 2.9906 0.376 -0.917 -0.189 0.15
Cl -0.5403 4.6576 3.0452 -0.122 0.475 0.070 0.08
C 0.2724 2.0373 2.6233 -0.350 0.746 0.179 -0.13
C 1.6322 2.2271 2.1689 0.495 0.018 -0.140 0.79
O 2.4356 1.3489 1.9148 -0.041 -0.170 0.055 -0.66
O 1.9466 3.5220 2.0434 -0.076 0.291 -0.003 -0.66
N -0.3670 0.8158 2.7704 -0.044 0.295 0.075 -0.31
C 0.2040 -0.4717 2.4821 0.289 -0.579 -0.141 -0.24
C 0.2114 -0.8167 1.0091 0.059 -0.012 0.001 -0.05
C -0.1117 0.1111 0.0302 0.001 -0.015 0.044 -0.17
C 0.1025 -0.1826 -1.3024 -0.143 -0.215 -0.037 -0.20
C 0.6477 -1.4053 -1.6780 -0.478 -0.122 0.185 -0.03
C 1.1531 -1.5766 -3.0545 0.197 0.090 -0.173 -0.03
C 0.5512 -2.4036 -3.9889 0.001 -0.033 0.014 -0.19
C 1.0540 -2.4895 -5.2769 -0.010 -0.032 -0.042 -0.20
C 2.1601 -1.7411 -5.6448 0.002 -0.007 -0.065 -0.21
C 2.7795 -0.9194 -4.7208 -0.021 0.020 0.102 -0.18
C 2.2910 -0.8415 -3.4222 -0.284 -0.338 -0.304 -0.01
C 2.9526 -0.0027 -2.4366 0.402 0.288 0.987 0.22
N 3.6194 1.1432 -2.7040 -0.206 -0.129 -0.724 -0.26
N 3.9998 1.6252 -1.5775 0.586 0.827 0.823 -0.05
N 3.5984 0.7919 -0.6441 -0.139 -0.370 -0.663 -0.16
N 2.9426 -0.2355 -1.1269 0.157 -0.236 -0.024 -0.25
C 0.8519 -2.3775 -0.7072 -0.151 0.049 -0.106 -0.18
C 0.6389 -2.0815 0.6247 -0.054 0.105 0.062 -0.20
H -3.3597 2.0455 1.4585 0.033 0.134 -0.048 0.22
H -2.9687 1.0390 0.0549 0.110 0.012 -0.094 0.20
H -4.5567 1.7915 0.1923 -0.025 0.099 -0.086 0.21
H -5.0572 0.3893 2.1866 -0.095 -0.064 0.025 0.19
H -4.7364 -0.5847 0.7525 -0.077 0.002 0.058 0.20
H -2.3823 -0.9216 1.5401 0.017 -0.108 -0.012 0.21
H -3.6272 -1.6351 2.5650 0.085 -0.042 -0.018 0.21
H -2.2191 -0.6941 4.1541 -0.054 0.039 0.056 0.22
H -3.4722 0.5418 3.9852 0.080 -0.002 0.073 0.24
H 2.8600 3.6230 1.7332 -0.111 -0.313 0.046 0.50
H 1.2445 -0.4646 2.8236 -0.252 -0.043 0.042 0.25
H -0.3429 -1.2305 3.0482 0.040 0.117 -0.016 0.22
H -0.4881 1.0873 0.2991 -0.042 0.087 0.048 0.21
H -0.0984 0.5647 -2.0571 0.023 0.078 -0.074 0.22
H -0.3221 -2.9731 -3.7050 -0.078 -0.035 0.025 0.22
H 0.5762 -3.1375 -5.9969 -0.039 -0.041 -0.059 0.21
H 2.5430 -1.8016 -6.6526 0.035 -0.007 -0.076 0.22
H 3.6464 -0.3348 -4.9883 0.086 0.043 -0.040 0.23
H 3.6690 0.9454 0.3570 -0.017 0.186 -0.081 0.45
H 1.2404 -3.3432 -0.9933 0.092 -0.093 -0.027 0.22
H 0.8552 -2.8223 1.3810 0.045 -0.113 0.093 0.21
```
Forces are in eV/Å.

Summary:
* E_HOMO: -8.7850 eV
* structure (SMILES): CCCCc1nc(Cl)c(C(=O)O)n1Cc1ccc(-c2ccccc2-c2nn[nH]n2)cc1
* net charge: 0
* HOMO-LUMO gap: 9.198 eV

=====

Entry 2:
A molecular structure, C22H21F4GaN3. Source: OMol25; level of theory: the ωB97M-V functional and the def2-TZVPD basis.

The geometry in XYZ format:
```
51
Properties=species:S:1:pos:R:3:forces:R:3:nbo_charge:R:1
Ga -0.2250 -0.2559 0.3638 0.069 0.153 0.275 1.98
C 2.6247 -0.8873 0.2089 0.083 -0.052 0.012 -0.42
N 1.3504 -1.5913 0.4966 0.010 0.160 -0.143 -0.57
C 1.1916 -2.7408 -0.4272 0.051 -0.035 -0.019 -0.42
C 1.2903 -2.0245 1.9228 0.001 -0.107 0.099 -0.24
C -0.1663 -2.0299 2.3737 0.077 0.073 -0.068 -0.24
N -0.7121 -0.7027 2.0808 -0.344 -0.126 0.084 -0.90
C -0.7625 0.2880 3.0550 -0.002 -0.074 0.046 0.05
C -0.3684 1.5732 2.7105 0.149 0.011 -0.002 0.25
F 0.1227 1.7286 1.4312 0.034 0.041 -0.119 -0.32
C -0.3795 2.6430 3.5736 -0.021 0.028 0.013 0.38
F 0.0405 3.8298 3.1429 -0.004 0.015 0.005 -0.28
C -0.8100 2.4638 4.8730 0.019 -0.013 0.002 -0.34
C -1.2046 1.1937 5.2483 -0.011 0.001 0.056 0.36
F -1.6302 0.9736 6.4886 0.009 0.020 -0.025 -0.28
C -1.1914 0.1235 4.3680 -0.126 -0.103 0.043 0.33
F -1.6234 -1.0731 4.7882 0.040 0.032 -0.050 -0.30
H 3.4721 -1.5249 0.4693 -0.017 -0.017 0.003 0.22
H 2.6748 -0.6392 -0.8477 -0.023 0.021 -0.037 0.24
H 2.6829 0.0324 0.7915 -0.007 -0.008 0.020 0.22
H 2.0674 -3.3895 -0.3636 0.002 0.010 0.023 0.22
H 0.3051 -3.3144 -0.1655 -0.016 0.003 0.009 0.22
H 1.0845 -2.3803 -1.4490 -0.014 0.022 0.004 0.23
H 1.7754 -2.9952 2.0476 0.024 0.011 -0.099 0.23
H 1.8334 -1.2855 2.5128 0.033 -0.018 0.018 0.22
H -0.7344 -2.7723 1.8068 -0.019 -0.064 0.084 0.21
H -0.2460 -2.3019 3.4217 0.000 0.082 0.048 0.25
H -0.8339 3.2848 5.5750 -0.013 -0.005 -0.011 0.27
C 2.0764 3.2874 -2.7575 -0.009 0.000 -0.005 -0.20
C 2.1986 1.9389 -3.0722 -0.008 -0.011 0.021 -0.19
C 1.2876 1.0253 -2.5671 -0.007 -0.001 -0.016 -0.28
C 0.2457 1.4565 -1.7485 -0.179 -0.034 -0.015 0.18
C 0.1122 2.8039 -1.4517 0.034 0.053 0.011 -0.23
C 1.0331 3.7166 -1.9520 0.005 -0.011 0.023 -0.19
N -0.7076 0.5183 -1.2022 0.286 -0.184 -0.305 -0.97
C -1.4125 -0.3385 -2.0872 -0.109 0.159 0.040 0.24
C -1.9462 -1.5316 -1.6041 0.082 -0.004 0.043 -0.31
C -2.6965 -2.3673 -2.4158 0.024 -0.003 0.004 -0.16
C -2.9129 -2.0224 -3.7408 0.015 0.005 -0.023 -0.24
C -2.3907 -0.8308 -4.2262 0.009 -0.015 0.012 -0.16
C -1.6498 0.0132 -3.4122 -0.021 0.010 -0.029 -0.28
H 2.7884 4.0008 -3.1499 -0.006 0.000 -0.001 0.23
H 3.0013 1.6010 -3.7148 -0.009 0.004 0.004 0.23
H 1.3551 -0.0246 -2.8332 0.007 0.004 -0.017 0.22
H -0.7152 3.1316 -0.8359 -0.009 -0.003 -0.008 0.23
H 0.9242 4.7669 -1.7171 0.009 0.001 -0.002 0.23
H -1.7914 -1.8174 -0.5562 -0.096 -0.013 0.000 0.18
H -3.1112 -3.2825 -2.0141 0.023 0.001 0.003 0.22
H -3.4806 -2.6770 -4.3870 -0.027 0.026 0.002 0.23
H -2.5665 -0.5441 -5.2547 -0.003 -0.012 0.000 0.23
H -1.2692 0.9502 -3.7970 0.005 -0.033 -0.014 0.23
```
Forces are in eV/Å.

Summary:
* E_HOMO: -11.0469 eV
* net charge: +1
* HOMO-LUMO gap: 8.624 eV

=====

Entry 3:
A molecular structure, C22H21I2MnN8O at a distorted geometry. Source: OMol25; level of theory: the ωB97M-V functional and the def2-TZVPD basis.

The geometry in XYZ format:
```
55
Properties=species:S:1:pos:R:3:forces:R:3:lowdin_spin:R:1
Mn -0.0217 0.2958 0.0123 -0.347 -0.961 -0.499 3.74
I -3.1721 -6.6828 -0.6944 0.170 0.209 -0.008 0.00
C -2.0525 -4.9160 -0.6131 -0.174 -0.172 0.029 0.02
C -0.8453 -4.8160 -1.2925 -0.075 -0.123 0.032 0.00
C -0.1450 -3.6313 -1.2289 0.373 0.798 0.004 0.01
I 1.6545 -3.3464 -2.2754 -0.164 -0.175 -0.017 0.00
C -0.6002 -2.5237 -0.4927 -0.924 -0.900 0.034 0.00
O 0.1232 -1.4105 -0.4960 0.813 0.565 -0.167 0.08
C -1.8200 -2.6494 0.1974 0.380 0.370 -0.161 0.01
C -2.3391 -1.5391 1.0818 0.128 -0.388 0.081 0.01
N -2.1501 -0.1913 0.5028 0.595 0.345 -0.090 0.01
C -2.6939 0.9064 1.3285 -0.001 0.065 -0.020 0.00
C -1.6608 1.9590 1.6469 -0.071 -0.090 0.018 0.01
C -1.8998 2.9111 2.6236 0.023 0.167 0.044 0.00
C -0.9578 3.8978 2.8649 -0.017 -0.128 -0.110 0.01
C 0.2000 3.9231 2.0947 -0.036 0.009 0.007 0.00
C 0.3800 2.9447 1.1456 0.131 0.086 -0.108 0.01
N -0.5190 1.9646 0.9321 -0.160 0.638 0.355 -0.01
C -2.5296 -3.8372 0.1155 -0.128 -0.167 -0.002 0.00
H -0.4636 -5.6496 -1.8656 0.003 0.018 -0.012 0.00
H -1.8183 -1.5720 2.0441 -0.022 0.139 0.013 0.00
H -3.3989 -1.7228 1.2722 -0.004 0.083 0.068 0.00
H -2.6080 -0.1789 -0.4041 0.069 -0.011 -0.076 0.00
H -3.1107 0.5172 2.2576 -0.009 -0.044 -0.005 0.00
H -3.5124 1.3984 0.7976 -0.053 -0.043 0.034 0.00
H -2.8216 2.8825 3.1894 -0.005 -0.045 -0.015 0.00
H -1.1253 4.6369 3.6366 -0.005 0.014 -0.011 0.00
H 0.9552 4.6827 2.2348 -0.008 0.006 -0.022 0.00
H 1.2612 2.9234 0.5163 0.022 -0.069 0.053 0.00
H -3.4760 -3.9283 0.6348 0.016 0.020 0.011 0.00
N 4.2405 0.2390 -0.8316 0.001 -0.027 0.208 0.00
C 4.0509 0.7185 -2.0978 -0.193 0.060 -0.262 0.00
C 2.7261 1.0353 -2.1843 0.089 0.071 -0.109 0.00
N 2.1147 0.7641 -0.9922 -0.276 -0.120 0.643 0.03
C 3.0518 0.2854 -0.1925 0.110 0.110 -0.454 0.00
C 2.7267 -0.0732 1.1665 -0.036 -0.105 0.404 0.00
N 1.4762 -0.0249 1.5953 -0.253 0.068 -0.542 0.01
C 1.4963 -0.3594 2.9243 0.022 -0.028 0.135 0.00
C 2.7798 -0.6110 3.3014 -0.258 -0.084 0.082 0.00
N 3.5431 -0.4280 2.1775 0.053 0.048 -0.108 0.00
H 5.1206 -0.0905 -0.4702 0.005 -0.028 0.017 0.00
H 4.8441 0.7895 -2.8216 0.028 -0.011 0.066 0.00
H 2.1948 1.4613 -3.0183 -0.010 -0.031 -0.001 0.00
H 0.6012 -0.3979 3.5213 0.021 -0.023 0.006 0.00
H 3.1924 -0.9215 4.2452 0.053 0.043 -0.028 0.00
H 4.5448 -0.5243 2.1439 0.026 -0.010 -0.017 0.00
N -0.3275 0.1547 -3.0672 -0.001 -0.137 -0.214 0.00
C -0.6134 0.7777 -4.2205 -0.006 0.115 0.038 0.01
C -1.1996 1.9840 -3.8965 -0.036 -0.020 -0.010 0.00
C -1.2323 2.0005 -2.5006 -0.067 0.015 -0.160 0.01
N -0.7032 0.8823 -2.0055 0.118 -0.023 0.615 0.02
H 0.1170 -0.7471 -2.9437 0.015 -0.016 0.143 0.00
H -0.3830 0.3369 -5.1763 -0.013 -0.048 0.032 0.00
H -1.5653 2.7362 -4.5729 0.015 -0.011 0.003 0.00
H -1.6288 2.7644 -1.8504 0.073 -0.021 0.056 0.00
```
Forces are in eV/Å.

Summary:
* E_HOMO (alpha / beta): -12.7277 / -12.7775 eV
* <S²>: 6.04
* net charge: +2
* spin multiplicity: 5
* HOMO-LUMO gap (alpha / beta): 5.631 / 6.435 eV

=====

Entry 4:
A single C22H21N5O3S molecule at a distorted geometry. Source: OMol25; level of theory: the ωB97M-V functional and the def2-TZVPD basis.

The geometry in XYZ format:
```
52
Properties=species:S:1:pos:R:3:forces:R:3:nbo_charge:R:1
C -0.1063 -1.3940 3.0692 0.073 0.200 -0.004 -0.62
C 0.4066 0.0375 3.1548 -0.019 -0.381 0.427 -0.23
N 0.7390 0.5793 1.8474 0.204 0.098 -0.182 -0.43
C -0.1884 1.2294 1.0916 -0.216 0.450 -0.509 0.32
S -1.8454 1.2517 1.6552 -0.349 0.080 0.434 0.28
C -2.6502 2.1414 0.2868 0.341 0.107 0.356 -0.62
C -2.1090 1.9987 -1.1288 -0.338 0.103 -0.073 0.73
O -2.0213 2.9899 -1.8207 -0.075 0.240 -0.126 -0.62
N -1.9064 0.7670 -1.6795 -0.085 -0.205 -0.695 -0.65
C -1.7008 -0.4734 -1.0518 -0.055 -0.310 0.168 0.20
C -2.6548 -1.0485 -0.2203 0.275 -0.040 -0.332 -0.23
C -2.4166 -2.2648 0.3899 -0.079 -0.148 0.089 -0.24
C -1.2139 -2.9336 0.1749 -0.189 0.382 -0.184 0.15
N -0.8982 -4.1467 0.7899 0.370 -0.107 -0.167 -0.61
C -1.6001 -4.8381 1.7386 0.407 -0.345 -0.009 0.69
C -0.8729 -6.0900 2.1839 -0.215 0.001 0.140 -0.71
O -2.6732 -4.4998 2.1781 -0.298 0.107 0.134 -0.60
C -0.2728 -2.3746 -0.6888 -0.115 -0.151 0.099 -0.23
C -0.5167 -1.1634 -1.3002 -0.173 0.144 0.098 -0.25
N 0.0322 1.8023 -0.0428 0.120 0.168 0.392 -0.52
C 1.2827 1.6893 -0.5412 0.785 -0.621 0.740 0.15
C 2.2877 0.9941 0.1282 -0.679 0.370 -0.294 -0.01
N 3.4281 1.0031 -0.6315 0.346 -0.247 0.267 -0.51
C 3.1793 1.6980 -1.7826 -0.444 0.231 -0.214 0.15
C 4.0133 1.9741 -2.8601 0.133 0.026 -0.111 -0.24
C 3.4848 2.6957 -3.9094 0.167 -0.106 0.095 -0.19
C 2.1585 3.1409 -3.9033 -0.226 0.103 -0.080 -0.25
C 1.3207 2.8777 -2.8432 0.085 0.001 -0.049 -0.18
C 1.8334 2.1489 -1.7713 0.407 -0.111 -0.055 -0.07
C 2.0618 0.3820 1.4003 0.000 0.068 -0.143 0.63
O 2.8651 -0.2442 2.0698 0.194 -0.097 0.031 -0.63
H -0.3000 -1.7697 4.0696 -0.040 -0.085 0.125 0.22
H -1.0274 -1.4410 2.4946 -0.062 -0.057 -0.026 0.22
H 0.6433 -2.0246 2.5974 0.055 -0.084 -0.045 0.22
H -0.3396 0.6864 3.6189 0.157 0.022 0.003 0.21
H 1.3300 0.0604 3.7399 -0.220 0.115 -0.056 0.24
H -2.6082 3.2058 0.5219 -0.044 -0.149 -0.192 0.26
H -3.6909 1.8142 0.3164 0.004 -0.005 0.008 0.25
H -1.4599 0.8501 -2.5867 -0.142 0.104 0.126 0.41
H -3.5945 -0.5483 -0.0508 -0.122 0.058 -0.021 0.22
H -3.1574 -2.6994 1.0394 -0.011 -0.009 0.018 0.26
H -0.0017 -4.5291 0.5217 -0.188 -0.012 0.117 0.40
H 0.0833 -5.8275 2.6321 0.103 -0.013 0.016 0.23
H -1.4791 -6.6108 2.9188 -0.013 0.018 -0.008 0.24
H -0.6957 -6.7472 1.3351 0.056 -0.061 -0.056 0.23
H 0.6588 -2.8901 -0.8762 0.108 -0.058 -0.023 0.21
H 0.2201 -0.7341 -1.9642 0.101 0.068 -0.036 0.22
H 4.3012 0.5871 -0.3542 -0.069 0.039 -0.020 0.43
H 5.0383 1.6350 -2.8709 0.106 -0.021 -0.033 0.21
H 4.1101 2.9251 -4.7595 0.063 0.009 -0.057 0.21
H 1.7927 3.7032 -4.7490 -0.044 0.053 -0.063 0.22
H 0.2974 3.2204 -2.8195 -0.148 0.058 -0.018 0.24
```
Forces are in eV/Å.

Summary:
* E_HOMO: -7.7911 eV
* structure (SMILES): CCn1c(SCC(=O)Nc2ccc(NC(C)=O)cc2)nc2c([nH]c3ccccc32)c1=O
* net charge: 0
* HOMO-LUMO gap: 8.225 eV

=====

Entry 5:
A molecular structure, C22H22AgNO5S3. Source: OMol25; level of theory: the ωB97M-V functional and the def2-TZVPD basis.

The geometry in XYZ format:
```
54
Properties=species:S:1:pos:R:3:forces:R:3:nbo_charge:R:1
Ag 1.6068 1.0386 1.8629 -0.145 0.169 -0.338 0.82
C 2.8374 -5.6289 -2.0326 -0.009 -0.071 -0.036 -0.62
C 3.1756 -4.2961 -1.4199 0.018 0.035 -0.016 -0.03
C 3.9218 -3.3565 -2.1172 0.014 -0.004 0.014 -0.25
C 4.2242 -2.1136 -1.5662 -0.011 -0.021 0.020 0.02
C 5.0287 -1.1105 -2.3466 0.046 -0.004 -0.073 -0.64
C 3.7575 -1.7973 -0.2927 0.012 0.048 0.060 -0.11
C 2.9925 -2.7241 0.4214 0.022 0.037 -0.051 0.03
C 2.4573 -2.3864 1.7818 -0.053 0.018 0.101 -0.64
C 2.7253 -3.9628 -0.1485 -0.019 -0.005 -0.003 -0.23
C 4.0945 -0.4425 0.3352 -0.033 -0.044 -0.014 0.77
O 5.2634 -0.2669 0.6965 0.000 0.000 -0.019 -0.72
O 3.1268 0.3708 0.3850 -0.064 0.035 0.135 -0.83
H 3.4762 -5.8376 -2.8927 0.003 -0.003 -0.008 0.20
H 1.8000 -5.6586 -2.3776 -0.002 0.012 0.002 0.20
H 2.9621 -6.4439 -1.3159 0.003 0.013 0.012 0.20
H 4.2874 -3.5951 -3.1129 -0.002 -0.010 -0.005 0.18
H 5.5184 -1.5846 -3.2004 -0.012 0.011 -0.009 0.19
H 5.7813 -0.6469 -1.7101 0.003 -0.001 0.013 0.25
H 4.3840 -0.3120 -2.7220 -0.003 0.017 0.013 0.22
H 3.2218 -1.9294 2.4117 -0.013 0.016 0.002 0.23
H 2.0789 -3.2772 2.2850 0.005 0.004 0.018 0.20
H 1.6368 -1.6678 1.7162 0.016 -0.038 -0.001 0.24
H 2.1402 -4.6819 0.4183 -0.004 -0.018 -0.008 0.19
N -0.8232 0.6155 -0.6189 -0.398 0.131 0.002 -1.11
S -2.0743 1.2002 -1.3325 -0.080 -0.065 -0.066 1.07
C -2.2949 2.9801 -0.9996 0.118 -0.052 0.093 -0.15
C -1.3390 3.6205 -0.2334 -0.006 -0.045 -0.002 -0.23
C -1.4768 4.9784 0.0297 0.046 -0.033 0.029 -0.19
C -2.5436 5.6864 -0.4963 -0.012 0.073 0.004 -0.23
C -3.4907 5.0380 -1.2826 -0.031 0.022 -0.016 -0.22
C -3.3690 3.6824 -1.5323 -0.043 -0.109 -0.050 -0.26
C -3.6060 0.7100 -0.4894 0.099 0.044 0.199 -0.25
C -4.7067 0.3064 -1.2254 0.031 0.028 -0.053 -0.23
C -5.8587 -0.1106 -0.5680 -0.023 0.006 -0.058 -0.23
C -5.8927 -0.1282 0.8163 -0.021 -0.006 0.085 -0.22
C -4.7776 0.2671 1.5491 -0.052 -0.019 0.016 -0.22
C -3.6283 0.6866 0.9029 0.026 -0.029 -0.137 -0.14
H -0.8686 0.7754 0.3974 0.298 -0.013 -0.095 0.38
H -0.5092 3.0596 0.1799 0.017 -0.038 0.032 0.27
H -0.7490 5.4612 0.6684 0.001 0.024 -0.005 0.22
H -2.6478 6.7449 -0.2888 -0.003 -0.008 0.003 0.20
H -4.3302 5.5889 -1.6907 0.003 0.000 0.001 0.20
H -4.1168 3.1640 -2.1233 0.001 0.016 -0.004 0.21
H -4.6620 0.3099 -2.3084 0.009 -0.010 -0.018 0.21
H -6.7217 -0.4301 -1.1404 -0.001 -0.001 0.004 0.20
H -6.7867 -0.4601 1.3311 0.000 0.001 -0.004 0.20
H -4.7955 0.2448 2.6313 -0.001 0.004 0.001 0.22
H -2.7548 0.9766 1.4836 0.020 0.026 0.022 0.26
O -0.1979 1.7116 5.6353 -0.009 0.004 0.064 -1.03
S 0.5509 1.4229 4.4225 -0.371 0.147 -0.213 2.25
O 1.7754 2.2137 4.2651 0.169 0.169 0.212 -1.05
O 0.8174 -0.0046 4.2094 -0.028 -0.262 0.110 -1.06
S -0.6207 2.0000 2.7491 0.467 -0.198 0.033 -0.94
```
Forces are in eV/Å.

Summary:
* E_HOMO: -1.7748 eV
* net charge: -2
* HOMO-LUMO gap: 5.891 eV